Molecular formula: C5H8IN2
Method: DFT, the ωB97M-V functional and the def2-TZVPD basis

Calculated values
Molar mass: 223.04 g mol⁻¹
Frontier orbital gap (alpha / beta): 5.6 / 5.6 eV
HOMO (alpha / beta): -12.84 / -12.82 eV
Net charge: +1
ΔE to the lowest compared entry with this formula, charge and spin: 351.9 kJ/mol

Last columns: bonded neighbours and bond lengths (Å).
Geometry (Å):
1 C -0.15219 -0.40398 -0.34153  C2 1.355, C3 1.435, H9 1.130
2 C 0.92805 0.35973 -0.04851  C1 1.355, C4 1.430, C5 1.574
3 C -1.43146 -0.57209 0.28562  C1 1.435, N6 1.298, N7 1.304
4 C 1.00605 1.55398 0.73486  C2 1.430, H10 1.052, H11 1.063
5 C 2.29877 0.29844 -0.81920  C2 1.574, H12 1.090, H13 1.137, H14 1.162
6 N -1.59162 -0.03545 1.45695  C3 1.298, I8 2.040
7 N -2.27656 -1.35110 -0.33058  C3 1.304, H15 0.951, H16 1.084
8 I -3.32866 -0.06070 2.52551  N6 2.040
9 H -0.05197 -1.08132 -1.24016  C1 1.130
10 H 0.17477 1.87636 1.29268  C4 1.052
11 H 1.98655 1.95976 0.66878  C4 1.063
12 H 2.82145 -0.58723 -0.45881  C5 1.090
13 H 2.97700 1.19859 -0.66718  C5 1.137
14 H 1.99750 0.15254 -1.93229  C5 1.162
15 H -2.12854 -1.65905 -1.21846  N7 0.951
16 H -3.22914 -1.64848 0.09230  N7 1.084